{"formula": "C24H27BrFN2OPtS4Sb", "method": "ωB97M-V with the def2-TZVPD basis set", "fmax_ha_per_bohr": 0.009, "e_lumo_ev": 4.05, "total_charge": -2, "de_lowest_ev": 0.5649, "species": ["Pt", "O", "C", "C", "C", "N", "C", "Br", "C", "H", "H", "H", "H", "S", "Sb", "S", "S", "S", "F", "C", "C", "C", "C", "C", "C", "C", "H", "H", "H", "H", "H", "H", "C", "C", "C", "C", "C", "C", "C", "C", "C", "C", "C", "C", "N", "H", "H", "H", "H", "H", "H", "H", "H", "H", "H", "H", "H", "H", "H", "H", "H", "H"], "positions_angstrom": [[1.2155, 1.3057, -0.5018], [-0.6747, 2.9756, 6.9818], [-0.4974, 2.1786, 5.8860], [0.0386, 2.6502, 4.7000], [0.2155, 1.7671, 3.6481], [-0.1498, 0.4827, 3.7076], [-0.6631, 0.0826, 4.8395], [-1.1791, -1.7648, 4.9421], [-0.8688, 0.8470, 5.9765], [-0.2685, 3.8287, 6.7962], [0.3718, 3.6763, 4.5968], [0.6679, 2.1638, 2.7452], [-1.2817, 0.4334, 6.8836], [6.0121, 2.1355, 0.8676], [3.9190, 1.6411, 1.6110], [2.8586, -0.0973, 0.3246], [2.2180, 3.0634, 0.6475], [3.6296, 1.3964, 3.8608], [-4.5565, 0.6557, -0.6774], [-3.2490, 1.0129, -0.8656], [-2.4957, 0.3770, -1.7454], [-1.0484, 0.7751, -1.9396], [-0.6930, 2.0712, -1.2014], [0.3243, 2.8525, -1.7370], [-1.5511, 2.5464, -0.1163], [-2.7875, 2.0620, 0.0314], [-2.8966, -0.4491, -2.3201], [-0.9319, 0.9579, -3.0234], [0.5483, 3.8197, -1.3041], [0.6552, 2.7000, -2.7552], [-1.1539, 3.3095, 0.5436], [-3.4506, 2.3928, 0.8197], [2.8338, -1.1265, -3.1315], [1.5080, -1.0889, -3.8971], [1.1996, 0.3412, -4.3220], [0.4476, -1.8578, -3.1146], [0.1580, -3.1248, -3.6231], [-0.6139, -4.0326, -2.9246], [-1.0228, -3.6985, -1.6468], [-0.7538, -2.4511, -1.0834], [-1.0307, -2.3608, 0.4187], [0.2940, -2.4170, 1.1832], [-1.8915, -1.2262, 0.9627], [-0.1011, -1.4594, -1.8677], [-0.0448, -0.1281, -1.4090], [3.6342, -0.6846, -3.7321], [3.1117, -2.1533, -2.8849], [2.7638, -0.5641, -2.1992], [1.6480, -1.6635, -4.8204], [1.1915, 0.9907, -3.4509], [0.2426, 0.4179, -4.8417], [1.9836, 0.6924, -4.9995], [0.5660, -3.4010, -4.5906], [-0.8474, -5.0036, -3.3468], [-1.5534, -4.4316, -1.0478], [-1.5707, -3.2874, 0.6499], [0.8582, -1.4960, 1.0516], [0.9142, -3.2485, 0.8384], [0.1060, -2.5355, 2.2526], [-1.4130, -0.2613, 0.8115], [-2.0139, -1.3722, 2.0390], [-2.8804, -1.2173, 0.5037]]}

---

{"formula": "C25H35F5OPTc", "method": "ωB97M-V with the def2-TZVPD basis set", "fmax_ha_per_bohr": 0.089, "e_lumo_ev": -6.29, "total_charge": 2, "de_lowest_ev": 0.0000, "species": ["Tc", "C", "C", "C", "C", "C", "C", "C", "C", "C", "C", "C", "C", "H", "H", "H", "H", "H", "H", "H", "H", "H", "H", "H", "H", "H", "H", "H", "H", "H", "H", "F", "C", "F", "C", "F", "F", "F", "C", "P", "C", "C", "H", "H", "H", "H", "H", "H", "H", "H", "H", "C", "O", "H", "H", "H", "C", "C", "C", "C", "C", "C", "C", "H", "H", "H", "H", "H"], "positions_angstrom": [[0.5094, -0.1598, 0.2446], [-0.8779, -3.8385, 2.0520], [0.2026, -2.8031, 1.8823], [1.1745, -2.9214, 0.8568], [1.1477, -4.0680, -0.1282], [2.2594, -2.0297, 0.8318], [3.4811, -2.2977, -0.0065], [2.2661, -0.8831, 1.6823], [3.5061, -0.0201, 1.7111], [1.3009, -0.8003, 2.7268], [1.4282, 0.2383, 3.8008], [0.2900, -1.7706, 2.8310], [-0.6345, -1.7225, 4.0192], [-0.6900, -4.4088, 2.9641], [-0.9252, -4.5534, 1.2393], [-1.8629, -3.3828, 2.1610], [1.7379, -4.9048, 0.2528], [1.5664, -3.7690, -1.0860], [0.1463, -4.4423, -0.3173], [3.5883, -1.5729, -0.8148], [3.4756, -3.2934, -0.4352], [4.3670, -2.2170, 0.6228], [4.2473, -0.4748, 2.3742], [3.3076, 0.9834, 2.0719], [3.9438, 0.0757, 0.7207], [1.8749, -0.2281, 4.6843], [0.4661, 0.6400, 4.1102], [2.0593, 1.0703, 3.5170], [-1.0763, -0.7353, 4.1464], [-0.0703, -1.9333, 4.9309], [-1.4434, -2.4421, 3.9618], [0.0665, 2.7853, -0.1344], [0.2497, 1.8292, 0.8329], [1.2418, 2.3196, 1.6286], [-1.0606, 1.7886, 1.6660], [-2.1136, 2.2316, 0.9702], [-1.3234, 0.4295, 1.9063], [-1.0305, 2.3809, 2.8372], [-3.6482, -0.6781, -2.7101], [-2.8312, -0.7500, -1.1202], [-2.1455, -2.3764, -0.8483], [-3.9765, -0.2799, 0.1710], [-4.4115, -1.4585, -2.7379], [-2.9367, -0.8570, -3.5159], [-4.1273, 0.2901, -2.8547], [-2.9444, -3.1014, -0.6804], [-1.4904, -2.3642, 0.0225], [-1.5666, -2.6737, -1.7235], [-4.8499, -0.9341, 0.1169], [-4.2970, 0.7528, 0.0272], [-3.5181, -0.3789, 1.1532], [-1.5643, 1.3639, -2.0846], [-1.5616, 0.2458, -1.1373], [-0.6866, 1.9555, -1.8638], [-2.4543, 1.9746, -1.9466], [-1.4941, 0.9842, -3.1012], [1.6317, 0.2975, -1.0977], [2.5190, 0.7869, -2.0598], [3.0083, 2.1047, -1.9075], [3.8850, 2.6209, -2.8364], [4.2912, 1.8456, -3.9187], [3.8226, 0.5436, -4.0745], [2.9420, 0.0116, -3.1589], [2.6800, 2.6864, -1.0556], [4.2575, 3.6293, -2.7186], [4.9775, 2.2596, -4.6452], [4.1523, -0.0542, -4.9133], [2.5639, -0.9977, -3.2648]]}

---

{"formula": "C4H8N4O2", "method": "ωB97M-V with the def2-TZVPD basis set", "fmax_ha_per_bohr": 0.132, "e_lumo_ev": 0.69, "total_charge": 0, "smiles": "C[C@@H](CN=C=N)/N=[N+](\\[O-])O", "de_lowest_ev": 5.4133, "species": ["C", "C", "C", "N", "C", "N", "N", "N", "O", "O", "H", "H", "H", "H", "H", "H", "H", "H"], "positions_angstrom": [[-2.3106, -0.4979, -0.4838], [-0.7648, -0.1604, -0.3976], [-0.6392, 1.2630, 0.1985], [0.6731, 1.9515, 0.1859], [1.8656, 1.7699, 0.2720], [3.0843, 1.9323, 0.2463], [0.0565, -1.0927, 0.3689], [0.7450, -1.9347, -0.2153], [0.7192, -2.3255, -1.3537], [1.6131, -2.5206, 0.6764], [-2.7789, -0.0504, -1.2333], [-2.7301, -0.0937, 0.5502], [-2.2485, -1.5799, -0.6164], [-0.2559, -0.1858, -1.3794], [-1.4329, 1.8420, -0.3520], [-0.9026, 1.2892, 1.2084], [3.6858, 2.3038, 0.9332], [1.6207, -1.9102, 1.3917]]}

---

| no. | HOMO (eV) | total energy (eV) | HOMO-LUMO gap (Ha) |
| --- | --- | --- | --- |
| 1 | -1.83 | -156242.558 | 0.2160 |
| 2 | -13.84 | -53600.097 | 0.2773 |
| 3 | -9.54 | -14327.688 | 0.3760 |